219
Properties=species:S:1:pos:R:3:forces:R:3 method="wB97M-V/def2-TZVPD" total_energy_ha=-5990.571336 multiplicity=1 homo_lumo_gap_ev=9.64 molar_mass_g_mol=1604.33 lumo_ev=1.8 total_charge=-1
O -1.39936 2.40789 1.71919 0.208 0.056 0.431
C -0.72547 1.98831 0.82619 -2.347 -1.875 0.792
O -1.02968 0.84892 0.15085 1.791 0.904 -0.859
B 0.00774 0.77516 -0.92607 0.126 0.016 -0.543
O 0.69542 2.11105 -0.93815 0.257 -0.764 0.834
C 0.40139 2.71192 0.20683 0.076 2.203 -1.487
O 0.70556 3.84382 0.54411 0.376 -1.559 -0.302
O -0.48066 0.45706 -2.34541 1.512 -0.301 2.120
C 0.13401 -0.65653 -2.68403 -0.615 -1.406 -1.136
O -0.02165 -1.21647 -3.75240 0.221 0.222 0.481
C 0.97544 -1.28208 -1.49372 -1.236 0.407 -1.338
O 1.01107 -0.34378 -0.62259 -0.392 1.627 1.686
O 1.37435 -2.40607 -1.40405 0.295 -0.153 -0.333
C 0.88282 -4.21525 -5.47895 -0.478 0.119 -1.101
O 1.32336 -5.12438 -6.17619 0.773 -0.569 1.221
N 1.00400 -4.04062 -4.12480 0.189 -0.752 -0.551
N 0.19470 -3.22390 -6.09402 -0.783 0.956 0.093
H 1.36826 -4.77984 -3.52909 0.308 0.209 -0.048
H 0.62371 -3.19922 -3.71869 0.139 0.194 0.245
H -0.30474 -2.59874 -5.49497 -0.145 0.508 0.141
H -0.22037 -3.34847 -7.00939 0.593 -0.402 0.159
C 0.01293 -5.75907 -9.05385 -1.431 -2.000 -0.993
O -0.99241 -5.96065 -9.77261 1.434 0.648 1.014
N 0.72219 -4.60805 -9.09316 1.380 1.071 0.206
N 0.48388 -6.74640 -8.21792 -0.585 0.638 -1.109
H 0.60965 -4.09239 -9.93716 -0.434 0.286 -0.478
H 1.70194 -4.59147 -8.79599 -0.793 -0.322 0.224
H 1.06543 -6.43522 -7.44430 -0.528 -0.490 0.200
H -0.21787 -7.48192 -8.21706 0.661 0.064 0.721
C -0.19672 8.39192 -1.37474 -2.387 -0.531 -1.506
O -1.28252 8.32161 -2.02640 1.012 0.360 0.376
N 0.92122 8.94312 -1.87636 0.997 0.119 0.308
N -0.15038 7.85316 -0.16076 0.035 -0.328 1.795
H 0.88019 9.29914 -2.80481 -0.209 -0.002 -0.414
H 1.83788 8.64197 -1.53607 -0.380 0.028 0.043
H 0.71199 8.01020 0.37066 -0.894 -0.308 0.097
H -1.07153 7.59278 0.28401 1.572 0.445 -0.439
C -1.80957 4.39175 -1.51260 1.379 -0.588 -1.324
O -2.06812 3.25861 -1.09753 -0.326 -0.333 0.188
N -1.05191 4.52751 -2.71105 -2.049 -0.569 1.916
N -2.20155 5.49546 -0.87577 -0.566 0.419 0.488
H -0.65422 5.38481 -2.95773 0.500 1.484 -0.140
H -0.53449 3.73035 -3.00346 0.120 -0.673 0.056
H -2.60341 5.49874 0.09594 0.610 -0.152 -1.591
H -2.12543 6.35788 -1.39269 0.194 0.564 0.335
C -2.61315 -3.00342 1.80093 0.218 1.427 -0.364
O -2.59484 -2.46892 2.91576 -0.015 -0.244 0.199
N -2.31552 -2.27779 0.66669 0.201 -0.274 1.807
N -2.90719 -4.28602 1.56460 0.346 -2.005 1.773
H -2.37436 -1.28938 0.67744 0.055 0.837 0.188
H -2.45926 -2.72981 -0.17495 -0.252 -0.718 -1.991
H -2.81591 -4.91093 2.44501 -0.331 1.358 -2.452
H -2.68748 -4.67745 0.62606 -0.253 -0.402 1.077
C 3.43541 -4.68271 -1.92550 -0.010 -0.752 2.575
O 2.38776 -5.33283 -1.89208 -1.422 0.086 -0.025
N 4.14510 -4.46358 -0.80094 -1.594 -1.586 1.355
N 3.90731 -4.20637 -3.05190 1.120 0.825 -1.813
H 4.00591 -4.98118 0.11655 -0.133 0.537 -1.368
H 5.05161 -4.13872 -0.84945 1.983 1.136 -0.302
H 3.23456 -3.84903 -3.72312 0.468 -0.179 -0.044
H 4.85769 -3.87972 -3.00525 -0.261 0.542 -0.502
C -1.20054 -5.47647 -1.09518 0.402 -0.540 1.212
O -2.22136 -6.00925 -0.57466 0.967 0.761 -0.168
N -1.27086 -5.18721 -2.41534 0.308 -0.024 -2.025
N -0.09443 -5.16598 -0.33378 -2.514 -0.875 0.890
H -2.15593 -5.60903 -2.73060 0.908 0.529 -0.321
H -0.51165 -4.95129 -3.15121 -1.653 -0.535 2.179
H -0.16050 -5.52488 0.65756 0.410 0.660 -1.457
H 0.79451 -5.08009 -0.75628 1.018 0.266 -0.612
C 0.59856 -0.00912 3.38901 -0.256 -0.679 -0.810
O 0.33409 0.51371 4.49036 -0.063 -0.377 -0.725
N 1.79857 0.26390 2.78014 -0.825 -0.306 0.047
N -0.25346 -0.85221 2.65014 2.631 0.889 0.302
H 2.49227 0.78555 3.30799 -0.060 0.001 -0.282
H 2.04316 -0.20579 1.91348 0.184 0.277 0.252
H -1.07043 -1.29042 3.04041 -0.414 0.019 0.259
H 0.24615 -1.39127 1.92224 -0.793 0.469 0.604
C 2.80590 3.54747 3.96321 0.824 -0.585 -0.514
O 3.66330 2.64579 3.96640 -0.702 0.916 0.117
N 1.52406 3.31435 4.23397 0.050 3.068 -0.278
N 3.13980 4.86366 3.56669 1.389 -1.581 0.221
H 0.88224 4.11066 4.27367 0.162 -0.518 -0.015
H 1.22638 2.40210 4.33633 -0.968 -2.190 0.465
H 3.99796 5.10578 4.01965 1.005 -0.169 -0.231
H 2.55057 5.59555 3.81835 -2.176 1.147 0.400
C -4.22921 7.44340 0.34013 1.315 0.390 0.304
O -3.18570 7.40146 1.04084 -0.873 -0.567 0.097
N -5.38708 6.77234 0.65163 0.499 1.295 -1.021
N -4.15694 8.20611 -0.77460 -1.424 0.173 -1.601
H -5.10214 5.87580 1.02626 -0.638 -0.262 0.038
H -6.09957 6.84421 -0.11967 0.909 -0.916 1.119
H -3.25611 8.54032 -1.06325 0.629 0.078 0.312
H -4.77234 8.09352 -1.59316 0.062 -0.218 1.097
C 5.33983 1.13454 1.11892 -0.418 -1.749 -0.099
O 5.43095 2.32322 0.81404 0.175 -0.066 -0.150
N 5.22328 0.73111 2.42554 0.551 -0.107 -1.193
N 5.31070 0.10918 0.19139 -0.035 2.761 1.285
H 4.80329 -0.16761 2.60094 -0.021 -0.047 0.053
H 5.02334 1.52234 2.98066 -0.523 0.544 1.188
H 5.30744 -0.83136 0.44894 -0.083 -1.437 0.457
H 5.55505 0.42298 -0.70707 0.119 -0.155 -1.566
C 3.93935 -6.24476 2.54363 0.185 -0.101 -2.259
O 4.42839 -5.43318 1.72049 -0.285 -0.909 2.061
N 3.88390 -6.11986 3.88495 -0.290 -1.513 -1.252
N 3.44398 -7.46507 2.05575 -0.876 0.405 0.086
H 4.03137 -5.21800 4.23556 -0.080 1.220 0.905
H 3.29068 -6.83465 4.29978 0.304 0.785 0.492
H 2.50241 -7.73849 2.41822 1.396 0.220 -0.361
H 3.47202 -7.42761 1.03566 -0.239 -0.298 0.368
C -0.87296 6.24888 3.49720 -2.442 1.119 0.240
O 0.17243 6.30146 4.13813 0.201 -0.455 -0.446
N -1.23038 5.30697 2.57257 0.123 1.520 1.007
N -1.93482 7.17368 3.77097 1.207 -0.860 0.236
H -0.56716 4.60770 2.33540 0.243 -0.665 -0.420
H -2.19107 5.27902 2.25008 0.320 -0.243 -0.076
H -1.77182 7.92815 4.40449 0.707 -0.053 0.353
H -2.68127 7.41032 3.15162 -0.118 -0.538 -1.001
C 3.44708 6.58724 0.08012 -2.188 0.189 1.645
O 3.21011 7.43700 -0.79933 1.014 -0.795 0.075
N 4.62808 6.25217 0.61299 2.038 0.207 0.013
N 2.39162 6.02375 0.77558 1.896 0.670 -0.186
H 5.42518 6.75646 0.25147 -0.065 -0.267 0.024
H 4.83680 5.44740 1.23108 -0.749 0.810 -0.894
H 1.58055 5.95700 0.24454 -1.723 -0.381 -0.606
H 2.58119 5.34799 1.49648 -0.126 -0.222 -0.027
C -0.07862 -4.43692 5.68115 0.479 -0.419 -0.456
O 0.66375 -5.43903 5.71299 -0.181 0.242 0.161
N -0.91691 -4.18594 4.64544 -0.691 1.002 -1.520
N -0.09638 -3.53617 6.67738 0.879 -2.340 0.618
H -1.44331 -3.28995 4.61095 0.495 -1.077 0.062
H -0.71967 -4.56751 3.70010 0.060 0.094 1.252
H 0.43517 -3.90621 7.48426 -0.577 1.291 -0.722
H -0.41141 -2.61144 6.46075 -0.221 1.054 0.855
C 0.30382 -7.02560 2.66072 0.092 -1.878 0.182
O 0.33254 -5.85837 2.34241 -0.217 1.902 -0.612
N 0.76743 -7.40682 3.87612 0.156 0.035 0.580
N -0.05235 -8.00552 1.80520 -0.344 -0.087 -0.385
H 0.85446 -6.57314 4.48255 -0.224 -0.275 0.397
H 0.36211 -8.20874 4.33517 0.047 -0.057 -0.169
H -0.12545 -8.96936 2.00195 0.245 -0.738 0.856
H -0.24697 -7.83611 0.84847 -0.158 0.820 -0.747
C 4.21187 3.92910 -2.47051 -0.532 -1.425 1.439
O 5.15230 3.52835 -3.12627 1.232 -0.455 0.203
N 3.91597 3.73294 -1.14651 2.033 -1.021 -0.053
N 3.18122 4.55785 -3.05455 -2.020 3.024 -0.004
H 4.42024 3.05703 -0.56235 0.331 0.387 -0.326
H 3.01222 3.93904 -0.80804 -1.022 0.216 0.032
H 3.41624 4.96729 -3.94166 0.128 0.000 -0.262
H 2.86740 5.30493 -2.39134 -0.172 -0.728 -1.149
C -6.41840 4.89969 -1.93837 1.901 0.739 0.854
O -6.65478 6.06327 -1.61921 -1.164 0.653 -0.472
N -7.33994 3.98088 -2.19250 -1.229 -2.517 0.066
N -5.11561 4.52665 -1.97089 0.485 -1.097 -0.573
H -8.28094 4.32918 -2.12992 -0.062 -0.053 0.061
H -7.17842 2.98440 -1.87868 0.141 1.584 -0.869
H -4.74445 3.66860 -2.38305 -0.592 0.467 0.490
H -4.50071 5.09741 -1.42874 0.383 0.207 -0.106
C 3.01155 -2.74575 2.53845 0.738 0.549 -0.612
O 3.82385 -2.20183 1.78117 0.036 0.248 0.897
N 2.04698 -3.50452 1.99802 0.684 0.546 -2.078
N 3.08602 -2.61978 3.92176 -0.183 -0.981 -1.138
H 1.25960 -3.91373 2.37917 -1.385 -0.950 1.579
H 2.04768 -3.54205 0.97403 0.280 0.198 0.598
H 3.59135 -1.81806 4.20061 0.493 0.728 0.312
H 2.23639 -2.76619 4.41773 -0.590 -0.123 0.461
C -3.94793 0.18533 -4.51283 0.998 -0.014 0.136
C -3.01533 1.07592 -3.74158 1.393 2.922 -0.665
O -3.22617 1.02416 -2.33315 -0.358 -0.513 0.416
H -3.51300 -0.78727 -4.26730 -1.157 -0.539 -0.204
H -3.81599 0.35337 -5.58738 0.153 -0.009 0.177
H -4.98785 0.40242 -4.27878 0.002 -0.573 0.298
H -3.13655 2.14106 -4.06847 -0.202 -0.490 0.195
H -1.93399 0.89645 -4.01304 -1.157 -0.322 0.478
H -2.92254 1.80461 -1.81697 0.689 -0.226 -0.859
C -5.47136 0.43093 0.43472 -0.125 -0.546 -0.818
C -6.20893 0.42741 -0.95166 0.334 -0.122 0.687
O -5.78030 1.35634 -1.94162 -1.489 0.778 1.019
H -6.03348 -0.22586 1.11162 -0.018 0.101 -0.153
H -5.52236 1.43478 0.87009 0.331 -0.132 -0.165
H -4.44082 -0.00290 0.42411 -0.669 0.767 -0.232
H -7.27080 0.55296 -0.71710 0.015 0.509 -0.291
H -6.16049 -0.51534 -1.45797 0.207 -1.099 0.229
H -4.81789 1.36987 -1.92734 0.740 -0.428 -0.327
C 4.31719 -0.85584 -3.94902 -0.939 -0.078 0.345
C 4.49730 0.61981 -3.62432 0.024 -0.431 -0.902
O 5.54679 0.78502 -2.68040 -0.652 -0.501 0.013
H 5.18139 -1.31468 -4.42530 0.117 0.265 -0.228
H 3.42210 -0.92978 -4.60284 0.546 -0.227 0.221
H 4.12771 -1.45404 -3.05357 -0.191 0.167 0.100
H 3.50178 1.09927 -3.42209 0.894 -0.321 0.648
H 4.81181 1.06205 -4.56233 0.094 0.460 -0.264
H 5.83416 1.69516 -2.76085 0.022 0.773 0.073
C 2.31144 -9.57064 -2.65916 0.760 1.298 -0.343
C 2.19331 -8.05304 -2.57608 0.450 -0.241 1.339
O 2.03242 -7.79864 -1.10733 0.301 0.280 -1.709
H 1.40819 -9.94310 -2.31257 -1.777 -1.067 0.706
H 3.06756 -9.79507 -1.91935 0.345 -0.494 -0.080
H 2.51239 -10.02016 -3.63221 0.215 0.348 -0.005
H 1.39022 -7.57585 -3.13180 -0.403 -0.283 0.038
H 3.10471 -7.59599 -2.95662 0.205 0.174 0.267
H 2.17019 -6.82576 -1.04354 -0.179 -0.543 -0.103
C -2.62874 0.33487 5.58607 0.812 -0.952 0.827
C -1.89595 -0.04313 6.87434 -0.067 -2.239 -1.163
O -0.73851 -0.93749 6.50306 -1.261 2.590 -1.045
H -3.49323 0.90937 5.73592 -1.211 1.031 0.550
H -2.96001 -0.56702 5.11768 -0.079 -0.664 -0.595
H -1.96351 0.86748 4.95202 0.465 0.436 -0.738
H -2.58674 -0.67324 7.49463 0.896 0.896 -0.037
H -1.47494 0.83679 7.31181 0.027 0.360 0.898
H -0.41371 -0.39298 5.69807 0.220 -1.175 1.158
C -5.33665 4.24534 3.35729 0.700 1.324 -0.890
C -4.23406 3.47260 2.69023 0.706 0.075 -0.078
O -3.80207 4.13058 1.47724 -0.450 -0.197 0.026
H -5.19360 4.32434 4.42449 -0.435 -0.406 0.309
H -6.27596 3.90066 2.99250 -0.999 -0.431 0.399
H -5.29486 5.27862 2.99037 0.178 -0.005 0.209
H -4.56979 2.47892 2.43108 0.033 -0.370 0.049
H -3.37367 3.38592 3.34902 0.171 -0.112 0.063
H -3.40818 3.44213 0.91965 0.193 0.190 -0.078